10 unconnected molecules or ions with the total composition C32H37F9O32 at a distorted geometry. Source: OMol25; level of theory: ωB97M-V with the def2-TZVPD basis set.

Computed properties:
Kohn-Sham gap	9.654	eV
spin multiplicity	1
SMILES	O=C1OC[C@@H](F)O1.O=C1OC[C@@H](F)O1.O=C1OC[C@@H](F)O1.O=C1OC[C@@H](F)O1.O=C1OC[C@@H](F)O1.O=C1OC[C@@H](F)O1.O=C1OC[C@@H](F)O1.O=C1OC[C@@H](F)O1.O=C1OC[C@@H](F)O1.CCOCCOOC(=O)O

Last column: Mulliken charge in e.
Atoms and positions in Å:
O  5.76092  2.81889  2.77253  -0.572
C  6.39547  3.54134  2.02200  0.519
O  5.92024  4.01590  0.83018  0.064
C  6.89792  4.91031  0.33813  -0.530
C  8.13654  4.44482  1.02430  0.353
F  8.97682  5.47819  1.25610  -0.303
O  7.66667  3.96776  2.26467  -0.335
H  6.62236  5.93472  0.61025  0.291
H  6.97612  4.84550  -0.75048  0.315
H  8.66678  3.64358  0.49859  0.293
O  -1.97205  2.74685  -2.14078  -0.611
C  -2.98032  2.96326  -2.79226  0.696
O  -4.25118  2.85629  -2.29732  -0.324
C  -5.11660  3.31408  -3.31684  -0.503
C  -4.29883  3.11768  -4.54745  0.435
F  -4.59394  4.05382  -5.47708  -0.300
O  -2.97848  3.33344  -4.10360  -0.283
H  -5.36534  4.36532  -3.13679  0.291
H  -6.04241  2.73277  -3.33552  0.309
H  -4.38101  2.11750  -4.98608  0.242
O  -6.54697  0.42106  -3.37619  -0.567
C  -5.57719  -0.19874  -2.97215  0.530
O  -5.05772  -1.30105  -3.59387  -0.326
C  -3.87707  -1.63582  -2.89248  -0.264
C  -4.11296  -1.02625  -1.55290  0.460
F  -2.94923  -0.62509  -0.99392  -0.248
O  -4.88398  0.11766  -1.84254  -0.250
H  -3.01337  -1.20331  -3.40858  0.286
H  -3.74694  -2.72006  -2.83898  0.176
H  -4.65866  -1.67132  -0.85604  0.216
O  -1.43854  -3.27134  -2.04293  -0.548
C  -1.92303  -3.87562  -1.10060  0.666
O  -2.98226  -4.73523  -1.20338  -0.329
C  -3.14671  -5.32063  0.07263  -0.273
C  -2.51292  -4.31621  0.97326  0.308
F  -1.95515  -4.91661  2.04847  -0.207
O  -1.48031  -3.77090  0.18381  -0.244
H  -2.63832  -6.29038  0.09525  0.196
H  -4.20506  -5.47402  0.30014  0.299
H  -3.18740  -3.51759  1.30008  0.132
O  -2.54531  -8.60034  2.71626  -0.579
C  -1.32840  -8.53209  2.66809  0.688
O  -0.56175  -9.15747  1.72330  -0.346
C  0.76656  -8.72335  1.93562  -0.172
C  0.74631  -8.30882  3.36721  0.256
F  1.60646  -7.28910  3.58622  -0.253
O  -0.56639  -7.83014  3.55312  -0.266
H  0.98979  -7.89305  1.25727  0.102
H  1.47812  -9.53168  1.74670  0.296
H  0.94492  -9.12247  4.07294  0.286
O  5.99108  2.82449  -1.52405  -0.552
C  5.09638  2.00547  -1.39524  0.384
O  4.01755  2.17113  -0.57052  0.001
C  3.16058  1.07254  -0.80850  -0.597
C  4.09396  0.04677  -1.35467  0.477
F  3.46382  -0.75463  -2.24255  -0.322
O  5.05348  0.81084  -2.04922  -0.326
H  2.38607  1.36509  -1.52540  0.348
H  2.67724  0.74493  0.11586  0.297
H  4.59015  -0.56086  -0.59041  0.300
O  2.01197  -5.59363  1.27893  -0.541
C  2.64652  -4.87118  0.52840  0.520
O  2.17129  -4.39663  -0.66341  -0.215
C  3.14896  -3.50221  -1.15546  -0.212
C  4.38759  -3.96771  -0.46930  0.341
F  5.22787  -2.93434  -0.23750  -0.251
O  3.91772  -4.44476  0.77108  -0.279
H  2.87341  -2.47780  -0.88335  0.134
H  3.22716  -3.56702  -2.24408  0.239
H  4.91783  -4.76895  -0.99501  0.262
O  -1.13854  8.32509  -7.41258  -0.547
C  -1.62303  7.72081  -6.47024  0.563
O  -2.68226  6.86120  -6.57302  -0.348
C  -2.84671  6.27580  -5.29701  -0.040
C  -2.21292  7.28022  -4.39638  0.358
F  -1.65515  6.67982  -3.32117  -0.249
O  -1.18031  7.82553  -5.18583  -0.287
H  -2.33832  5.30605  -5.27439  0.098
H  -3.90506  6.12241  -5.06951  0.211
H  -2.88740  8.07884  -4.06956  0.245
O  -3.11384  -8.16581  9.46674  -0.529
C  -2.56305  -8.29259  8.38580  0.544
O  -2.65503  -7.38456  7.36672  -0.334
C  -1.77707  -7.83156  6.35316  -0.117
C  -1.66723  -9.28999  6.64060  0.346
F  -0.44767  -9.75931  6.29409  -0.295
O  -1.78758  -9.35937  8.04331  -0.316
H  -0.81950  -7.30823  6.44573  0.249
H  -2.19069  -7.63324  5.36069  0.123
H  -2.44805  -9.89959  6.17346  0.316
C  2.62868  4.48851  1.76889  -0.718
C  2.72097  5.01032  0.23897  0.513
O  1.93310  6.14377  -0.17449  -0.406
C  1.06209  6.73387  0.82940  -0.463
C  -0.36312  5.89382  1.08322  -0.032
O  -1.41400  6.86554  1.53236  -0.240
O  -2.37151  6.20704  2.17525  -0.171
C  -3.45973  5.95525  1.17626  0.536
O  -4.59802  6.68556  1.23468  -0.469
O  -3.31139  4.88870  0.13944  -0.294
H  2.65959  5.30339  2.60780  0.267
H  3.57759  3.79096  1.96202  0.131
H  1.69681  3.74937  1.85900  0.226
H  2.46228  4.08506  -0.46929  -0.095
H  3.86770  5.25919  0.01840  -0.175
H  0.68387  7.77092  0.36704  0.321
H  1.58410  7.04982  1.84334  0.210
H  -0.73516  5.33365  0.12012  0.170
H  -0.21556  5.16274  2.00801  0.282
H  -3.20576  3.98740  0.57496  0.334

A molecular structure, C30H58NSi4TeTi. Source: OMol25; level of theory: ωB97M-V with the def2-TZVPD basis set.

Computed properties:
Kohn-Sham gap (spin up / spin down)	6.688 / 6.962	eV
charge	+2
spin multiplicity	2

Last column: Löwdin spin population.
Atoms and positions in Å:
Ti  0.63524  -0.18481  0.29703  0.999
C  1.06607  2.70114  -1.82322  0.002
C  0.29930  2.13295  -0.65188  0.002
C  0.89636  2.23837  0.63349  0.006
C  2.30921  2.75072  0.76914  0.005
C  0.15469  1.91641  1.78415  0.000
C  0.63542  2.32252  3.15067  0.000
C  -1.11098  1.30104  1.65411  0.001
C  -1.87149  1.00234  2.91186  0.000
C  -1.67050  1.11617  0.38073  0.005
C  -3.08009  0.61793  0.22675  0.002
C  -0.99899  1.59401  -0.77138  -0.002
C  -1.76358  1.61417  -2.06398  0.000
H  1.80426  2.00227  -2.22420  0.000
H  1.61222  3.59027  -1.51769  0.000
H  0.41203  2.99611  -2.63694  0.000
H  2.33577  3.84176  0.80363  0.001
H  2.92978  2.44132  -0.07301  0.000
H  2.77579  2.38300  1.68148  0.000
H  0.93327  1.46676  3.75866  -0.001
H  -0.17271  2.82842  3.67772  0.000
H  1.46841  3.01503  3.09713  0.000
H  -1.21581  0.59968  3.68034  0.000
H  -2.69377  0.31306  2.76825  0.000
H  -2.29286  1.92691  3.31078  0.000
H  -3.76400  1.46908  0.20341  0.000
H  -3.39793  -0.01599  1.04635  0.000
H  -3.22014  0.07381  -0.70406  0.000
H  -2.65146  2.23724  -1.95233  0.000
H  -2.10127  0.61766  -2.34384  0.000
H  -1.18982  2.00511  -2.89502  0.000
C  2.90130  -4.06394  5.15987  0.000
Si  3.12005  -4.38509  3.32662  -0.001
C  4.68051  -5.35767  2.96965  0.000
C  1.60964  -5.30369  2.66188  -0.001
Si  3.25981  -2.28257  2.26000  0.004
Te  0.87698  -1.40381  2.58873  -0.041
Si  3.84875  -2.43214  0.00875  0.002
C  5.71006  -2.65407  -0.02199  0.001
C  3.07571  -3.86394  -0.94458  0.000
C  3.40314  -0.79994  -0.87551  0.014
Si  4.66968  -0.74948  3.37026  0.002
C  3.73193  -0.00561  4.81484  0.000
C  6.16733  -1.71664  3.95079  0.001
C  5.20487  0.61251  2.18719  0.000
H  2.67976  -4.99443  5.68318  0.000
H  2.08113  -3.37442  5.35497  0.000
H  3.80297  -3.64837  5.60350  0.000
H  4.66253  -6.30343  3.51136  0.000
H  5.57303  -4.81939  3.27896  0.000
H  4.77724  -5.59050  1.90973  0.000
H  1.58833  -6.31755  3.06050  0.000
H  1.62220  -5.37830  1.57672  0.000
H  0.69057  -4.80512  2.97263  -0.001
H  6.00270  -3.55366  0.51642  0.000
H  6.24226  -1.81619  0.42150  0.000
H  6.05498  -2.76275  -1.05207  0.000
H  2.79116  -4.69057  -0.29902  0.000
H  3.80953  -4.24928  -1.65331  0.000
H  2.20940  -3.54733  -1.52089  0.000
H  4.31045  -0.20568  -1.01036  0.000
H  2.76311  -0.05394  -0.33646  0.006
H  2.96891  -0.97517  -1.85984  0.000
H  3.30577  -0.76862  5.46236  0.000
H  2.91764  0.63635  4.47319  0.000
H  4.40638  0.60324  5.41701  0.000
H  5.89852  -2.45547  4.70266  0.000
H  6.89772  -1.04294  4.39842  0.000
H  6.66074  -2.23600  3.13119  0.000
H  4.35412  1.13578  1.74945  0.000
H  5.81817  0.23376  1.37353  0.000
H  5.80115  1.35032  2.72352  0.000
C  -2.63087  -4.90941  -0.63110  0.000
N  -1.87474  -4.07324  0.33885  0.000
C  -2.63795  -2.85349  0.71100  0.001
C  -0.46746  -3.73657  -0.11724  0.001
C  -0.38701  -2.84381  -1.32214  0.003
C  -0.48767  -3.44748  -2.57559  -0.002
C  -0.24269  -2.74088  -3.74386  0.006
C  0.15573  -1.42033  -3.66023  -0.002
C  0.25400  -0.81646  -2.40815  0.003
C  -0.02615  -1.48555  -1.21067  -0.016
H  -3.56622  -5.21202  -0.16582  0.000
H  -2.03310  -5.78184  -0.88165  0.000
H  -2.82498  -4.31212  -1.51928  0.000
H  -1.74758  -4.63264  1.18646  0.000
H  -2.64226  -2.19828  -0.16075  0.000
H  -2.12673  -2.36839  1.54489  0.000
H  -3.65080  -3.14134  0.97947  0.000
H  0.00457  -4.69971  -0.31429  0.000
H  0.01278  -3.27723  0.75443  0.000
H  -0.71399  -4.50492  -2.64819  0.000
H  -0.32720  -3.23198  -4.70143  0.000
H  0.38971  -0.86059  -4.55504  0.000
H  0.58385  0.21732  -2.39475  0.001

15 unconnected molecules or ions with the total composition C4H37NO14 at a distorted geometry. Source: OMol25; level of theory: ωB97M-V with the def2-TZVPD basis set.

Computed properties:
Kohn-Sham gap	8.951	eV
spin multiplicity	1
energy relative to the best compared isomer or geometry (same formula, charge and spin)	3.2001	eV

Last column: natural (NBO) charge in e.
Atoms and positions in Å:
C  -1.74489  -1.22059  1.58588  -0.229
N  -2.13224  -2.50821  1.06399  -0.664
C  -1.03741  -2.92644  0.13451  -0.238
C  -0.60029  -1.56248  -0.52613  -0.420
C  -0.95231  -0.47141  0.48461  -0.450
H  -1.04964  -1.32718  2.48411  0.164
H  -2.62916  -0.66031  1.86173  0.194
H  -2.32813  -3.13239  1.83816  0.369
H  -1.54052  -3.46573  -0.66977  0.200
H  -0.20730  -3.47707  0.62136  0.180
H  0.47456  -1.65125  -0.73987  0.214
H  -1.15715  -1.36729  -1.47428  0.215
H  -1.52447  0.40129  0.16626  0.234
H  -0.10815  -0.04080  0.98530  0.219
H  0.26335  3.11851  -0.61057  0.495
H  -1.10161  3.58431  -0.77122  0.478
O  -0.38019  3.67114  -0.13596  -0.962
H  1.31333  1.39317  1.87116  0.495
H  2.36259  2.00081  0.83575  0.501
O  2.20445  1.32978  1.50722  -1.003
H  -4.97537  -0.85142  -0.06652  0.483
H  -3.47685  -1.00295  -0.12567  0.500
O  -4.19871  -0.48741  -0.52162  -0.954
H  1.13451  -2.29662  3.72632  0.485
H  1.87960  -1.19348  4.53830  0.492
O  1.99287  -2.02344  4.06299  -0.961
H  2.56862  2.52452  -1.88934  0.473
H  2.17834  1.10959  -1.64555  0.497
O  2.09288  1.99887  -1.23438  -0.994
H  4.12270  0.08509  0.37853  0.478
H  4.82282  -1.13684  0.33435  0.502
O  4.96163  -0.23162  -0.01842  -0.916
H  -1.06284  3.13652  1.47598  0.498
H  -2.22220  2.17394  0.99917  0.516
O  -1.55658  2.34527  1.72676  -1.038
H  0.41588  1.59735  3.97230  0.453
H  -0.65885  1.70034  2.98638  0.507
O  -0.22392  1.00030  3.55537  -0.989
H  3.71491  -0.28600  -1.10160  0.522
H  3.61650  -0.43923  -2.84101  0.513
O  3.25903  -0.14091  -2.00244  -1.033
H  -0.96680  -0.50304  -4.50270  0.466
H  -1.28343  -1.74061  -3.86384  0.487
O  -1.71016  -0.87913  -3.99536  -0.948
H  3.13199  -2.16567  2.62420  0.508
H  2.53369  -1.06236  1.71322  0.486
O  3.17354  -1.78362  1.72480  -1.008
H  -1.82469  1.31434  -3.24892  0.496
H  -2.33081  2.64581  -3.36428  0.479
O  -1.85769  2.11488  -2.69644  -0.954
H  -2.75853  1.81652  -1.15135  0.497
H  -3.82378  1.15365  -0.27686  0.509
O  -3.20953  1.93902  -0.28853  -1.007
H  1.96763  -0.95608  -2.69708  0.486
H  1.11855  -0.11092  -3.33472  0.450
O  1.33028  -1.05255  -3.46428  -0.974